<a>
C4H7NO | ωB97M-V with the def2-TZVPD basis set

```
13
Properties=species:S:1:pos:R:3:lowdin_charge:R:1
C -1.36750 0.24016 1.90173 -0.07
C -1.59438 -0.04004 0.48426 -0.27
N -1.75890 -0.25378 -0.64105 0.15
H -0.42696 -0.22216 2.21352 0.08
H -2.19539 -0.15218 2.49978 0.08
H -1.28981 1.32004 2.05904 0.09
C 1.19737 -0.61372 -1.65043 -0.08
C 1.26857 0.50034 -0.64448 -0.33
O 1.41007 0.33973 0.54787 0.01
H 0.99665 -1.56062 -1.14411 0.08
H 0.41243 -0.40840 -2.38536 0.07
H 2.15771 -0.67802 -2.18013 0.08
H 1.19013 1.52865 -1.06065 0.12
```

LUMO = 0.035 Ha
Orbital gap = 10.89 eV
E_HOMO = -9.94 eV
Charge = 0

<b>
C4H7NO | ωB97M-V with the def2-TZVPD basis set

```
13
Properties=species:S:1:pos:R:3:lowdin_charge:R:1
O 1.11951 -0.45904 1.54143 0.02
C 0.41944 -0.12181 0.36742 -0.66
C -0.46628 -1.04775 -0.46722 -0.14
N -1.17561 0.19440 -0.91235 -0.01
C -0.80033 0.79570 0.40581 -0.14
C 1.54108 0.40943 -0.48897 0.26
H 1.89398 -0.98302 1.27488 0.10
H 0.00989 -1.66206 -1.23429 0.11
H -1.16060 -1.64753 0.13066 0.12
H -0.62768 1.87529 0.44477 0.11
H -1.56635 0.51326 1.13400 0.12
H -0.58234 0.62072 -1.63028 0.09
H 1.39528 1.51242 -0.56586 0.02
```

LUMO (spin up / spin down) = -0.036 / -0.035 Ha
Orbital gap (spin up / spin down) = 8.38 / 8.35 eV
E_HOMO (spin up / spin down) = -9.35 / -9.31 eV
Charge = 0

Computed relative energies in units of kJ/mol: <a> 0.0; <b> 488.8